{
  "formula": "C38H36BF6N3O3S",
  "method": "ωB97M-V with the def2-TZVPD basis set",
  "e_tot_ev": -78419.1111,
  "relative_energy_ev": 0.036,
  "elements": ["C", "C", "C", "C", "C", "B", "C", "C", "C", "C", "F", "F", "F", "C", "C", "C", "F", "F", "F", "C", "O", "C", "C", "O", "S", "H", "H", "H", "H", "H", "H", "H", "H", "H", "H", "H", "H", "C", "N", "C", "O", "C", "C", "C", "C", "C", "C", "C", "C", "N", "C", "C", "C", "C", "C", "C", "C", "C", "N", "C", "C", "C", "C", "C", "H", "H", "H", "H", "H", "H", "H", "H", "H", "H", "H", "H", "H", "H", "H", "H", "H", "H", "H", "H", "H", "H", "H", "H"],
  "coordinates": [[3.77831, -3.80869, -2.81984], [2.96213, -2.58683, -2.63052], [2.00089, -2.10791, -3.50942], [1.32102, -0.95944, -3.02752], [1.75633, -0.51882, -1.77105], [4.04031, 3.81599, -2.77508], [0.98656, 0.23652, -0.84246], [1.23810, 0.12240, 0.54171], [0.15993, 0.09002, 1.39619], [0.39208, -0.42306, 2.79367], [-0.31301, -1.57341, 3.01672], [1.70829, -0.71122, 3.04879], [0.01221, 0.48666, 3.74603], [-1.12700, 0.41280, 0.93588], [-1.26697, 0.87740, -0.37353], [-2.60710, 1.30383, -0.90813], [-2.49714, 2.28207, -1.86378], [-3.26444, 0.25501, -1.50575], [-3.41911, 1.78593, 0.07439], [-0.20432, 0.86572, -1.26078], [5.19253, 3.43716, -2.12651], [5.46336, 2.15855, -2.74209], [4.54882, 2.03783, -3.96906], [3.78229, 3.23530, -4.00690], [3.04636, -1.59614, -1.21523], [3.30466, -4.43727, -3.58189], [4.80857, -3.58462, -3.12355], [3.83102, -4.35542, -1.87377], [1.80764, -2.59066, -4.46499], [0.51854, -0.45561, -3.55536], [2.25265, -0.02271, 0.90398], [-1.98767, 0.34866, 1.59376], [-0.29348, 1.24976, -2.27662], [6.52655, 2.14680, -2.99554], [5.25077, 1.35913, -2.01320], [5.12794, 1.94728, -4.89384], [3.86962, 1.17847, -3.87086], [3.97959, 9.43220, -3.91830], [3.24991, 8.18903, -4.00530], [2.81918, 7.73481, -5.23119], [2.84688, 8.37356, -6.27684], [2.29266, 6.31954, -5.02544], [3.00910, 5.30357, -5.89614], [2.81176, 5.51337, -7.37731], [3.92541, 5.46651, -8.21985], [3.77161, 5.75142, -9.57792], [2.49615, 6.03102, -10.09151], [1.37150, 5.99265, -9.25382], [1.52673, 5.70912, -7.89303], [2.52545, 6.09806, -3.57968], [2.17480, 4.93189, -3.04818], [2.81844, 4.32936, -1.89913], [2.18086, 3.13865, -1.21340], [2.38674, 3.14816, 0.20360], [1.32428, 3.23126, 1.15679], [1.57451, 3.28107, 2.51592], [2.89318, 3.27826, 2.99767], [3.13877, 3.25904, 4.41130], [3.33638, 3.25290, 5.56617], [3.95699, 3.28962, 2.08157], [3.71833, 3.25563, 0.71816], [3.38573, 7.15090, -2.98617], [4.84823, 6.71070, -2.86793], [2.86126, 7.70614, -1.65531], [3.71222, 10.05133, -4.77512], [3.73357, 9.94700, -2.98572], [5.06605, 9.27005, -3.94000], [1.20595, 6.30073, -5.22527], [4.08654, 5.33645, -5.65867], [2.65525, 4.29675, -5.63267], [4.90163, 5.22812, -7.78781], [4.64785, 5.75499, -10.22928], [2.37527, 6.26927, -11.15008], [0.37072, 6.18462, -9.64773], [0.66626, 5.64851, -7.21996], [1.39061, 4.36092, -3.56169], [3.31080, 5.04762, -1.22151], [1.22676, 2.79844, -1.60378], [0.29308, 3.28506, 0.78963], [0.74570, 3.33886, 3.22844], [4.97994, 3.34990, 2.45778], [4.55469, 3.29301, 0.01287], [5.28531, 6.57423, -3.86639], [5.39371, 7.49054, -2.32302], [4.97677, 5.77746, -2.30821], [1.89547, 8.19389, -1.83069], [2.75247, 6.92695, -0.90030], [3.57504, 8.45701, -1.29925]],
  "mulliken_charge": [-1.2348, 0.4959, -0.7759, -0.5480, 0.1909, -0.3222, 1.0817, -0.5322, -0.1688, 0.6581, -0.2656, -0.2878, -0.2466, -0.8586, -0.3293, 0.8636, -0.2675, -0.2711, -0.2752, -0.5221, -0.5676, -0.4569, -0.3042, -0.3941, -0.1945, 0.3662, 0.2476, 0.3376, 0.3522, 0.4126, 0.6052, 0.5058, 0.7122, 0.3522, 0.1706, 0.3518, 0.1254, -0.9819, 0.2427, -0.0581, -0.6799, 0.0292, -0.1606, 0.4286, -0.3512, -0.6445, -0.4822, -0.7374, -0.1710, 0.6885, -1.2121, 1.1005, -0.6596, 0.9618, -0.5811, -0.6861, 0.4076, -0.1116, -0.6160, -0.9412, -0.1417, 0.7756, -1.3862, -1.6798, 0.3704, 0.2931, 0.3365, 0.3752, 0.0809, 0.4792, 0.3779, 0.3768, 0.3695, 0.3629, 0.3384, 0.4286, 0.1556, 0.1708, 0.4479, 0.4326, 0.4750, 0.4995, 0.3409, 0.5876, 0.1958, 0.3818, 0.2815, 0.4826]
}

{
  "formula": "C38H36BInN6Te",
  "method": "ωB97M-V with the def2-TZVPD basis set",
  "e_tot_ev": -62065.1844,
  "total_charge": 2,
  "relative_energy_ev": 0.119,
  "elements": ["In", "C", "C", "C", "C", "N", "N", "B", "N", "N", "C", "C", "C", "C", "C", "C", "C", "C", "C", "C", "N", "N", "C", "C", "C", "C", "C", "C", "C", "C", "C", "C", "C", "C", "C", "C", "C", "C", "H", "H", "H", "H", "H", "H", "H", "H", "H", "H", "H", "H", "H", "H", "H", "H", "H", "H", "H", "H", "H", "H", "H", "H", "H", "H", "H", "H", "C", "Te", "C", "C", "C", "C", "C", "C", "C", "H", "H", "H", "H", "H", "H", "H", "H"],
  "coordinates": [[-0.19102, 0.48832, -0.30531], [0.19983, 5.83065, 0.69079], [0.16964, 4.63010, -0.19025], [0.18911, 4.57689, -1.58102], [0.16292, 3.22531, -1.90760], [0.11988, 2.51642, -0.77929], [0.12310, 3.37006, 0.28331], [0.00226, 2.84818, 1.75249], [1.12479, 1.80801, 2.02770], [1.31666, 0.74982, 1.18487], [2.42097, 0.10211, 1.57548], [2.92827, 0.71987, 2.70942], [2.09482, 1.80458, 2.95679], [2.19807, 2.83568, 4.02680], [2.98523, -0.99337, 0.76573], [3.50678, -0.68808, -0.49373], [4.14778, -1.66658, -1.24072], [4.25378, -2.95887, -0.73980], [3.72486, -3.26912, 0.50608], [3.10054, -2.28847, 1.26450], [-1.36968, 2.12999, 1.91660], [-1.72719, 1.14345, 1.04730], [-2.95983, 0.73212, 1.37325], [-3.39608, 1.44328, 2.48121], [-2.36621, 2.32622, 2.79373], [-2.30633, 3.34694, 3.87711], [-3.65123, -0.27154, 0.54326], [-4.13058, -1.45757, 1.09405], [-4.79210, -2.37793, 0.29200], [-4.99549, -2.11177, -1.05676], [-4.53891, -0.92159, -1.60704], [-3.86337, -0.00591, -0.81202], [0.14354, 2.47825, -3.17405], [0.91132, 1.31326, -3.28609], [0.84396, 0.53971, -4.43611], [0.02221, 0.93303, -5.48436], [-0.71609, 2.10463, -5.38693], [-0.65995, 2.87715, -4.23539], [0.24968, 6.72692, 0.07789], [1.06721, 5.81594, 1.35025], [-0.69434, 5.88800, 1.31123], [0.25696, 5.41001, -2.25876], [0.08312, 3.75389, 2.51430], [3.81637, 0.44922, 3.25361], [3.02852, 2.59412, 4.68514], [1.28709, 2.88053, 4.62269], [2.37223, 3.82453, 3.60288], [3.47861, 0.33758, -0.84550], [4.58597, -1.41708, -2.19827], [4.76681, -3.71957, -1.31339], [3.81383, -4.27368, 0.89768], [2.71458, -2.52377, 2.24887], [-4.35091, 1.36545, 2.97147], [-3.22021, 3.31000, 4.46420], [-2.20137, 4.35104, 3.46683], [-1.46273, 3.16650, 4.54282], [-3.99194, -1.65167, 2.15110], [-5.16853, -3.29561, 0.72426], [-5.52968, -2.82304, -1.67228], [-4.72383, -0.69807, -2.64945], [-3.54432, 0.94539, -1.22528], [1.64293, 1.08242, -2.51481], [1.46526, -0.34167, -4.53623], [-0.02193, 0.34152, -6.38868], [-1.34055, 2.41794, -6.21256], [-1.25222, 3.77925, -4.14838], [0.83061, -2.92047, -1.79776], [-0.99210, -1.90992, -1.31259], [-0.78790, -2.92480, 0.57221], [-0.01280, -4.16665, 0.20428], [-0.05004, -5.29296, 1.01774], [0.68119, -6.41820, 0.67092], [1.43911, -6.42597, -0.49280], [1.47402, -5.30634, -1.30885], [0.75577, -4.17004, -0.95620], [1.67607, -2.28622, -1.53999], [0.83231, -3.11891, -2.86740], [-1.78499, -3.12342, 0.95561], [-0.25226, -2.27435, 1.26591], [-0.65620, -5.29472, 1.91506], [0.64462, -7.29741, 1.29923], [1.99215, -7.31241, -0.77197], [2.05759, -5.31658, -2.22102]],
  "mulliken_charge": [0.2133, -1.3829, 0.9959, -1.2966, 0.0632, 0.1934, 0.5609, -0.7985, 0.4608, 0.0940, -0.7448, -1.0588, 0.9005, -1.3727, 0.6722, -0.0749, -1.0037, -0.5209, -0.7176, -0.2716, 0.6577, 0.1315, -0.5973, -1.1705, 1.0300, -1.3317, 0.6044, -0.5306, -0.5997, -0.4683, -0.7489, -0.3497, 0.3407, -0.3027, -0.7274, -0.5545, -0.7358, -0.7040, 0.3930, 0.2860, 0.2825, 0.5910, 0.0021, 0.5935, 0.3975, 0.2401, 0.2744, 0.5665, 0.4581, 0.4651, 0.4844, 0.5994, 0.5892, 0.3855, 0.2518, 0.2415, 0.5113, 0.4739, 0.4487, 0.4779, 0.6078, 0.8695, 0.5345, 0.4571, 0.4356, 0.4958, -0.0055, 0.0611, -0.9509, 0.5092, -0.8053, -0.6431, -0.7410, -0.8006, 0.5563, -0.4101, 0.7402, 0.7880, 0.4804, 0.5173, 0.4701, 0.4444, 0.5211]
}